ORCA calculation (the ωB97M-V functional and the def2-TZVPD basis) on a structure of composition C32H61BN9O3PPt.

Each line ends with the Löwdin charge.
Element x y z (Å)
Pt  -0.2326  0.3862  0.6740  1.163
C  -3.3440  0.3306  4.9425  0.005
C  -2.0226  0.2990  4.2558  -0.232
C  -0.7470  0.2489  4.7911  0.063
C  0.1439  0.2318  3.7118  -0.197
N  -0.5861  0.2840  2.5967  -0.076
N  -1.8989  0.3185  2.9179  0.044
B  -2.9029  0.3297  1.7530  -0.483
N  -2.6834  1.6701  0.9651  0.020
N  -1.4238  2.1659  0.7192  -0.008
C  -1.5531  3.3730  0.1809  -0.243
C  -2.9196  3.6816  0.0838  0.038
C  -3.5976  2.5918  0.5970  -0.270
C  -5.0661  2.4027  0.7778  0.000
C  -0.3850  4.2377  -0.2329  -0.536
C  -0.3542  4.3111  -1.7654  -0.029
C  0.9453  3.6886  0.2790  -0.054
C  -0.5934  5.6483  0.3333  -0.027
N  -2.6497  -0.9939  0.9259  0.007
N  -1.3759  -1.3931  0.5715  -0.015
C  -1.4098  -2.6814  0.2586  -0.225
C  -2.7313  -3.1414  0.3961  0.048
C  -3.4735  -2.0672  0.8354  -0.275
C  -4.9235  -2.0175  1.1833  -0.001
C  -0.1962  -3.5138  -0.0836  -0.530
C  -0.4762  -4.3288  -1.3518  -0.026
C  0.0452  -4.4715  1.0943  -0.019
C  1.0541  -2.6651  -0.2979  -0.057
C  1.6457  0.0849  3.7238  -0.537
C  2.2910  0.7525  2.5070  -0.050
C  2.2061  0.7263  4.9963  -0.036
C  1.9729  -1.4158  3.7217  -0.021
H  -3.1970  0.3181  6.0196  0.092
H  -3.9510  -0.5333  4.6708  0.088
H  -3.9022  1.2304  4.6833  0.092
H  -0.4975  0.2232  5.8372  0.124
H  -4.0229  0.3062  2.1543  0.118
H  -3.3632  4.5974  -0.2689  0.124
H  -5.6013  3.2350  0.3268  0.092
H  -5.3277  2.3617  1.8352  0.094
H  -5.4150  1.4780  0.3168  0.079
H  -0.2036  3.3079  -2.1801  0.044
H  0.4636  4.9537  -2.0982  0.097
H  -1.2859  4.7105  -2.1682  0.095
H  1.1844  2.7102  -0.1468  0.046
H  0.9354  3.5902  1.3647  0.083
H  1.7476  4.3786  0.0126  0.098
H  -1.5155  6.0979  -0.0353  0.086
H  0.2354  6.2937  0.0393  0.095
H  -0.6383  5.6252  1.4224  0.101
H  -3.0955  -4.1403  0.2262  0.126
H  -5.4066  -2.9379  0.8634  0.093
H  -5.4304  -1.1770  0.7088  0.079
H  -5.0633  -1.9167  2.2599  0.091
H  -1.3674  -4.9471  -1.2443  0.087
H  0.3642  -4.9956  -1.5523  0.094
H  -0.6093  -3.6796  -2.2193  0.073
H  -0.8093  -5.1298  1.2518  0.093
H  0.2219  -3.9172  2.0180  0.086
H  0.9192  -5.0931  0.8937  0.096
H  0.9165  -1.9393  -1.1004  0.041
H  1.8829  -3.3241  -0.5648  0.089
H  1.3413  -2.1238  0.6050  0.055
H  2.0330  1.8101  2.4454  0.075
H  2.0084  0.2578  1.5652  0.048
H  3.3767  0.6742  2.5806  0.099
H  1.9635  1.7888  5.0453  0.098
H  3.2913  0.6219  5.0130  0.095
H  1.8158  0.2427  5.8917  0.086
H  1.5639  -1.9035  2.8341  0.059
H  1.5560  -1.9077  4.6009  0.098
H  3.0542  -1.5631  3.7286  0.097
O  3.2457  0.5105  -1.6659  0.083
C  4.0357  0.0191  -2.4410  -0.443
C  5.4550  -0.3257  -2.1136  -0.088
C  5.7511  -1.7906  -2.4872  -0.169
C  4.5706  -2.7502  -2.2629  -0.179
C  3.5848  -2.8340  -3.4362  -0.168
C  2.7417  -1.5881  -3.6764  -0.173
N  3.5606  -0.3395  -3.7434  0.020
H  5.5884  -0.1451  -1.0483  0.130
H  6.1256  0.3544  -2.6473  0.137
H  6.6027  -2.1116  -1.8888  0.121
H  6.0788  -1.8604  -3.5280  0.116
H  4.0434  -2.4822  -1.3397  0.111
H  4.9679  -3.7522  -2.1009  0.120
H  2.8984  -3.6702  -3.2825  0.117
H  4.1450  -3.0657  -4.3476  0.123
H  2.0219  -1.4457  -2.8679  0.089
H  2.1862  -1.6809  -4.6107  0.124
H  4.3375  -0.4911  -4.3805  0.139
N  1.5012  1.5621  -3.5454  0.141
C  0.1197  1.1697  -3.9437  -0.155
P  -0.7287  0.3113  -2.5612  0.645
O  -0.8726  -1.1804  -3.0114  -0.151
O  0.1638  0.5790  -1.3782  -0.463
C  -2.4724  0.8214  -2.3912  -0.236
N  -3.2286  -0.4121  -2.1773  0.011
H  1.7374  2.4990  -3.8685  0.170
H  2.2510  0.8890  -3.8787  0.111
H  1.6129  1.5195  -2.5168  0.098
H  0.1528  0.5260  -4.8206  0.118
H  -0.4465  2.0653  -4.1967  0.107
H  -2.7860  1.3119  -3.3146  0.117
H  -2.5514  1.5531  -1.5829  0.076
H  -3.3877  -0.5858  -1.1895  0.065
H  -1.8227  -1.4277  -2.7853  0.085
H  -4.1134  -0.4096  -2.6664  0.109

Summary:
DFT total energy: -66932.24934 eV
Relative energy (zero: lowest compared OMol25 entry of this formula, charge and spin): 0.0 kcal/mol
Orbital gap: 0.3063 hartree
M: 856.76 g/mol
Multiplicity: 1
LUMO: -4.837 eV
Total charge: +2

***

ORCA calculation (the ωB97M-V functional and the def2-TZVPD basis) on a structure of composition C13H17BNO in a non-equilibrium geometry.

Each line ends with the natural charge from an NBO analysis.
Element x y z (Å)
C  -0.0555  2.9566  -1.4668  -0.261
O  -1.4004  2.4244  -1.5580  -0.445
C  -1.8554  1.8430  -0.4166  0.418
C  -3.1624  1.3009  -0.4051  -0.277
C  -3.6196  0.7240  0.7319  0.097
N  -2.8641  0.6149  1.8757  -0.485
B  -3.4841  -0.0955  3.1383  0.209
H  -2.4103  -0.1611  4.1164  0.079
C  -1.6059  1.1260  1.8656  0.113
C  -1.0666  1.7522  0.7712  -0.337
H  0.1741  3.3637  -2.4297  0.226
H  0.0048  3.7361  -0.7192  0.190
H  0.6568  2.1803  -1.2214  0.189
H  -3.8060  1.3387  -1.2889  0.268
H  -4.6490  0.2799  0.8352  0.247
H  -4.3141  0.5594  3.6914  -0.027
H  -3.6927  -1.2530  2.9633  -0.017
H  -0.9996  1.0277  2.7850  0.234
H  -0.0759  2.1536  0.8079  0.252
C  -1.9605  -0.0336  5.2513  -0.239
C  -1.2671  1.2171  5.2978  -0.240
C  0.0621  1.4930  5.4319  -0.107
C  1.2122  0.6732  5.3790  -0.226
C  1.2114  -0.7197  5.3843  -0.165
C  0.0617  -1.5438  5.4166  -0.189
C  -1.2660  -1.2837  5.2607  -0.166
H  -2.9846  -0.0125  5.7528  0.265
H  -1.9515  2.0890  5.2981  0.231
H  0.2976  2.5622  5.6789  0.226
H  2.1638  1.1790  5.4573  0.232
H  2.1648  -1.2235  5.4808  0.234
H  0.3060  -2.6112  5.6646  0.238
H  -1.9487  -2.1539  5.1984  0.233

Summary:
DFT total energy: -17961.43891 eV
Relative energy (zero: lowest compared OMol25 entry of this formula, charge and spin): 0.0 kcal/mol
Orbital gap: 0.2839 hartree
M: 214.10 g/mol
Multiplicity: 1
LUMO: -3.804 eV
Total charge: +1

***

ORCA calculation (the ωB97M-V functional and the def2-TZVPD basis) on a cluster of 2 separate species, C4H11NO2 in total in a non-equilibrium geometry.

Each line ends with the natural charge from an NBO analysis.
Element x y z (Å)
C  -0.9518  -1.4786  0.0902  -0.638
C  -0.5843  -0.8138  -1.2486  -0.210
N  0.1699  0.4357  -1.0912  -0.438
C  -0.5221  1.5885  -0.4644  -0.434
C  1.4694  0.3730  -0.6657  0.532
O  2.0093  1.1329  0.1205  -0.631
H  -0.0195  -1.8150  0.5581  0.219
H  -1.2588  -0.7156  0.8123  0.223
H  -1.6008  -2.3252  -0.1320  0.222
H  -0.0540  -1.5321  -1.8919  0.207
H  -1.4542  -0.4396  -1.7872  0.198
H  -1.4828  1.7902  -0.9700  0.203
H  -0.7498  1.4514  0.5929  0.198
H  0.1606  2.4351  -0.6885  0.235
H  2.0053  -0.5360  -0.9912  0.120
O  0.7577  -0.2065  2.6100  -0.953
H  1.1594  0.3096  3.3097  0.469
H  0.9464  0.3461  1.8370  0.478

Summary:
DFT total energy: -9911.27511 eV
Structure (SMILES): CCN(C)C=O.O
Relative energy (zero: lowest compared OMol25 entry of this formula, charge and spin): 22.3 kcal/mol
Orbital gap: 0.3891 hartree
M: 105.14 g/mol
Multiplicity: 1
LUMO: 0.888 eV
Total charge: 0

***

ORCA calculation (the ωB97M-V functional and the def2-TZVPD basis) on a structure of composition C35H41IrN5O7SSi2 in a non-equilibrium geometry.

Each line ends with the Löwdin spin population.
Element x y z (Å)
Ir  0.7460  0.4787  -0.8736  2.332
C  -2.4401  2.1077  5.2354  0.000
O  -1.0490  2.2868  5.4541  0.001
C  -0.2060  2.1014  4.4063  0.004
C  1.1688  2.1708  4.7360  -0.001
C  2.1031  2.0432  3.7568  0.002
C  1.7512  1.8190  2.3980  0.003
C  2.7687  1.6640  1.3884  0.021
C  4.2249  1.6487  1.8115  0.004
O  2.5464  1.5395  0.1734  0.070
C  0.3705  1.7231  2.0637  0.014
O  -0.0883  1.5212  0.8888  0.067
C  -0.5892  1.8851  3.1142  0.004
H  -2.9085  2.1153  6.2212  0.000
H  -2.6358  1.1530  4.7445  0.000
H  -2.8481  2.9168  4.6262  0.000
H  1.4641  2.3329  5.7651  0.000
H  3.1445  2.1271  4.0296  0.000
H  4.5403  2.6372  2.1586  0.000
H  4.8294  1.3588  0.9557  0.000
H  4.3975  0.9552  2.6391  0.002
H  -1.6224  1.8247  2.8044  0.001
C  -0.9184  -4.1512  0.4108  0.009
Si  0.1510  -2.9228  -0.5834  0.030
C  0.6655  -3.8612  -2.1710  0.003
C  1.6834  -2.6439  0.4985  0.020
N  -0.4856  -1.3517  -0.9601  0.156
C  -1.8709  -1.0989  -0.9681  0.033
C  -2.8377  -1.9774  -1.8276  0.008
C  -3.7077  -1.4262  -2.8837  0.009
C  -3.4444  -0.3555  -3.6372  0.000
C  -2.3452  0.5676  -3.4883  0.012
C  -1.7133  0.8559  -2.3333  0.004
N  -0.6678  1.7158  -2.2332  0.086
Si  -0.6926  3.4333  -2.0900  0.013
C  -2.0795  4.0989  -3.2119  0.005
C  0.9647  3.9736  -2.8432  0.002
C  -0.9186  4.2616  -0.3918  0.000
H  -0.3954  -5.1091  0.4144  0.001
H  -1.9224  -4.3228  0.0087  0.001
H  -1.0326  -3.8191  1.4471  0.001
H  1.2219  -4.7672  -1.9095  0.000
H  1.2984  -3.2363  -2.8097  0.000
H  -0.2001  -4.1575  -2.7682  0.000
H  1.6124  -3.2248  1.4294  0.001
H  1.7837  -1.5909  0.7815  0.013
H  2.5998  -2.9459  -0.0151  0.000
H  -2.3554  -2.9094  -2.1359  0.001
H  -4.5997  -1.9954  -3.1001  0.001
H  -4.1224  -0.1623  -4.4630  0.000
H  -2.0627  1.1632  -4.3477  0.001
H  -1.9788  3.6909  -4.2225  0.000
H  -2.0339  5.1947  -3.2771  0.001
H  -3.0772  3.8346  -2.8427  0.000
H  0.9490  3.8272  -3.9254  0.000
H  1.7815  3.3791  -2.4338  0.002
H  1.1922  5.0268  -2.6453  0.000
H  -1.9095  4.0501  0.0206  0.000
H  -0.8142  5.3490  -0.5097  0.000
H  -0.1836  3.8922  0.3191  0.000
O  -3.5993  -2.2884  -0.5884  0.154
C  -2.7164  -1.6165  0.1774  0.313
O  -2.1236  0.2863  -1.1359  0.014
C  -2.6562  -1.6464  1.5694  0.049
C  -3.7065  -2.2234  2.3226  0.089
C  -3.6608  -2.2192  3.6932  -0.010
C  -2.5445  -1.6830  4.3362  0.115
C  -1.4565  -1.1853  3.6286  0.003
C  -1.5239  -1.1353  2.2544  0.097
N  -2.5302  -1.6292  5.7813  0.028
O  -3.5591  -1.9269  6.3686  0.047
O  -1.4994  -1.2759  6.3307  0.047
H  -4.5608  -2.6419  1.8132  0.006
H  -4.4620  -2.6244  4.2954  -0.002
H  -0.5879  -0.8053  4.1493  -0.001
H  -0.7014  -0.7116  1.6895  0.004
N  0.7297  0.8805  -4.3820  0.006
C  1.7011  0.0750  -3.9716  0.016
N  2.0822  -0.0194  -2.7072  0.056
C  3.2272  -0.8088  -2.6091  0.006
C  3.9186  -1.0315  -1.4284  0.005
C  5.0660  -1.8053  -1.4749  0.000
C  5.5270  -2.3506  -2.6734  0.000
C  4.8360  -2.1155  -3.8573  0.001
C  3.6846  -1.3495  -3.8069  0.002
S  2.6436  -0.8797  -5.1237  0.009
H  0.1259  1.3310  -3.6219  0.001
H  0.3361  0.7344  -5.2962  0.000
H  3.5758  -0.5787  -0.5048  0.004
H  5.6130  -1.9760  -0.5555  0.000
H  6.4264  -2.9473  -2.6792  0.000
H  5.1937  -2.5273  -4.7927  0.000

Summary:
DFT total energy: -88171.73878 eV
Relative energy (zero: lowest compared OMol25 entry of this formula, charge and spin): 0.0 kcal/mol
Orbital gap (spin up / spin down): 0.2281 / 0.2375 hartree
M: 924.20 g/mol
Expectation value of S²: 6.044
Multiplicity: 5
LUMO (spin up / spin down): 2.183 / 1.595 eV
Total charge: -1

***

ORCA calculation (the ωB97M-V functional and the def2-TZVPD basis) on a cluster of 6 separate species, C6H6Cl18 in total in a non-equilibrium geometry.

Each line ends with the natural charge from an NBO analysis.
Element x y z (Å)
Cl  5.8379  -4.4042  3.5343  0.007
C  6.9726  -3.0513  3.3582  -0.263
Cl  8.2540  -3.5510  2.2049  0.018
Cl  7.6251  -2.5731  4.9675  0.006
H  6.3388  -2.2412  2.9973  0.232
Cl  -3.1008  -5.5779  -11.6564  0.018
C  -4.1104  -4.8819  -10.3587  -0.288
Cl  -4.8753  -6.1346  -9.3767  0.014
Cl  -5.3966  -3.9440  -11.0706  0.021
H  -3.5970  -4.1975  -9.6833  0.234
Cl  2.4214  8.6482  0.8834  0.029
C  2.6276  7.5591  -0.4810  -0.283
Cl  3.7915  6.2136  -0.2766  0.017
Cl  3.0277  8.5619  -1.8825  0.009
H  1.6520  7.1363  -0.7206  0.228
Cl  -5.7154  0.9734  1.6484  -0.003
C  -5.9343  2.0160  3.1047  -0.271
Cl  -4.3819  2.7106  3.6083  0.030
Cl  -6.7901  1.0993  4.3590  0.016
H  -6.6464  2.8061  2.8664  0.229
Cl  -0.0364  -1.5625  5.1322  0.016
C  0.3577  -0.9716  6.7635  -0.269
Cl  -1.1050  -0.7131  7.7558  0.010
Cl  1.2528  0.5573  6.5808  0.011
H  0.9617  -1.6961  7.3097  0.232
Cl  1.7942  -0.7554  -1.8124  0.011
C  0.0686  -0.5872  -2.2548  -0.281
Cl  -0.4493  -1.5723  -3.6486  0.013
Cl  -0.3036  1.1193  -2.4081  0.030
H  -0.5407  -0.9863  -1.4439  0.227

Summary:
DFT total energy: -231721.72076 eV
Structure (SMILES): ClC(Cl)Cl.ClC(Cl)Cl.ClC(Cl)Cl.ClC(Cl)Cl.ClC(Cl)Cl.ClC(Cl)Cl
Relative energy (zero: lowest compared OMol25 entry of this formula, charge and spin): 23.8 kcal/mol
Orbital gap: 0.4114 hartree
M: 716.27 g/mol
Multiplicity: 1
LUMO: 0.100 eV
Total charge: 0

***

ORCA calculation (the ωB97M-V functional and the def2-TZVPD basis) on a structure of composition C20H22MoN5OS3Se2 in a non-equilibrium geometry.

Each line ends with the natural charge from an NBO analysis.
Element x y z (Å)
Mo  -0.1380  -0.2041  -0.3594  0.404
C  1.4832  1.0695  2.7649  -0.552
C  0.1499  0.4629  3.1708  -0.563
S  -0.4735  -0.8282  2.0752  0.562
C  0.7276  -2.1763  2.3428  -0.553
C  2.1030  -1.9989  1.7112  -0.549
S  1.9171  -1.5448  -0.0520  0.566
C  3.2461  -0.3877  -0.4287  -0.549
C  3.2705  0.7772  0.5422  -0.529
S  1.5803  1.3423  0.9559  0.538
H  2.3209  0.4577  3.0927  0.248
H  1.5990  2.0379  3.2573  0.282
H  -0.6563  1.1971  3.2111  0.263
H  0.2071  0.0364  4.1746  0.289
H  0.2380  -3.0682  1.9532  0.263
H  0.8120  -2.3167  3.4223  0.284
H  2.6332  -2.9520  1.7395  0.287
H  2.7162  -1.2741  2.2398  0.235
H  3.0033  -0.0646  -1.4428  0.263
H  4.2090  -0.8990  -0.4742  0.293
H  3.8176  1.6186  0.1149  0.287
H  3.7633  0.5203  1.4796  0.254
Se  -2.4673  0.2467  -1.5772  0.552
Se  -3.6617  -0.7001  0.2239  0.367
C  -2.5863  -2.2673  0.1219  0.041
C  -3.2338  -3.4811  0.3028  -0.247
C  -2.5357  -4.6622  0.1204  -0.066
C  -1.2213  -4.5760  -0.3157  -0.217
C  -0.6492  -3.3312  -0.4741  0.043
N  -1.2756  -2.1628  -0.1990  -0.483
C  -2.2253  1.9020  -0.6543  0.029
C  -2.9673  3.0409  -0.8876  -0.221
C  -2.7264  4.1439  -0.0743  -0.083
C  -1.7617  4.0257  0.9121  -0.197
C  -1.0491  2.8429  1.0404  0.064
N  -1.2616  1.7701  0.2693  -0.445
H  -4.2898  -3.5010  0.5358  0.272
H  -3.0261  -5.6162  0.2579  0.272
H  -0.6411  -5.4559  -0.5538  0.271
H  0.3570  -3.2578  -0.8566  0.239
H  -3.7158  3.0582  -1.6685  0.275
H  -3.2829  5.0611  -0.2085  0.274
H  -1.5419  4.8424  1.5845  0.269
H  -0.2787  2.7945  1.7978  0.209
N  1.3105  2.8198  -3.2557  -0.728
C  0.8549  1.6438  -2.8596  0.695
O  0.6977  1.4252  -1.5952  -0.714
C  0.4895  0.6430  -3.8269  -0.497
C  0.2738  -0.5134  -3.1325  0.610
N  0.1948  -1.1715  -2.1679  -0.525
C  0.4044  0.9078  -5.2090  0.206
N  0.3072  1.1707  -6.3224  -0.170
H  1.5044  3.5448  -2.5833  0.431
H  1.4749  3.0078  -4.2360  0.449

Summary:
DFT total energy: -195623.06007 eV
Orbital gap: 0.2426 hartree
M: 698.49 g/mol
Multiplicity: 1
LUMO: -10.369 eV
Total charge: +3